{
  "formula": "C32H44BN10NaO2S3",
  "method": "ωB97M-V/def2-TZVPD",
  "homo_energy_ev": -6.899,
  "homo_lumo_gap_ev": 6.4103,
  "total_energy_ha": -3325.61977,
  "relative_energy_kcal_mol": 7.14,
  "species": ["Na", "C", "C", "C", "C", "N", "N", "B", "N", "N", "C", "C", "C", "C", "C", "S", "C", "C", "C", "C", "N", "N", "C", "C", "C", "C", "C", "S", "C", "C", "C", "C", "C", "S", "C", "C", "C", "C", "H", "H", "H", "H", "H", "H", "H", "H", "H", "H", "H", "H", "H", "H", "H", "H", "H", "H", "H", "H", "H", "H", "H", "H", "H", "H", "H", "H", "H", "H", "H", "H", "H", "H", "H", "H", "H", "H", "H", "O", "N", "C", "C", "N", "C", "N", "C", "C", "N", "O", "H", "H", "H", "H", "H"],
  "xyz": [[-1.6716, -4.3281, -1.7342], [-2.3602, -2.6520, 3.4787], [-1.3011, -1.7585, 2.9334], [-0.3366, -1.2017, 3.7173], [0.6579, -0.4004, 3.1070], [0.7157, -0.2735, 1.8105], [-0.1782, -0.8288, 1.0308], [0.0837, -0.9654, -0.5131], [1.4513, -0.3410, -0.9826], [1.8482, 0.8106, -0.4567], [2.9920, 1.3385, -0.7828], [3.8857, 0.6661, -1.6574], [3.4733, -0.4707, -2.2711], [4.3123, -1.1705, -3.2826], [2.1566, -0.9602, -1.9799], [1.5548, -2.2141, -2.9008], [3.3787, 2.7098, -0.2659], [3.6441, 3.6256, -1.4702], [2.2520, 3.3042, 0.5682], [4.6485, 2.6058, 0.5878], [-1.0555, -0.1938, -1.2206], [-1.2250, 0.9482, -0.5569], [-2.0699, 1.8505, -0.9433], [-2.7939, 1.6902, -2.1520], [-2.6600, 0.5259, -2.8414], [-3.4274, 0.2634, -4.0915], [-1.7957, -0.5031, -2.3249], [-1.7985, -1.9901, -3.0713], [-2.2446, 3.0692, -0.0622], [-1.6663, 4.2889, -0.7899], [-1.5137, 2.8614, 1.2645], [-3.7381, 3.2864, 0.2164], [-1.2544, -1.5141, 1.5229], [-2.4742, -2.0809, 0.5327], [1.6934, 0.3664, 3.9019], [3.0172, 0.3362, 3.1345], [1.9151, -0.2099, 5.3031], [1.1749, 1.8085, 4.0120], [-2.1537, -2.9026, 4.5161], [-3.3346, -2.1704, 3.4047], [-2.4100, -3.5632, 2.8798], [-0.3245, -1.3947, 4.7777], [4.8752, 1.0525, -1.8509], [5.3440, -0.8323, -3.2202], [4.2668, -2.2478, -3.1384], [3.9222, -0.9608, -4.2803], [2.7620, 3.6969, -2.1025], [3.8933, 4.6254, -1.1240], [4.4685, 3.2657, -2.0792], [1.3498, 3.3821, -0.0294], [2.0484, 2.6624, 1.4157], [2.5232, 4.2947, 0.9249], [5.4731, 2.1790, 0.0244], [4.9440, 3.5942, 0.9326], [4.4708, 1.9763, 1.4535], [-3.4520, 2.4665, -2.5110], [-3.8459, 1.1837, -4.4917], [-2.7827, -0.2086, -4.8291], [-4.2354, -0.4358, -3.8747], [-0.6091, 4.1440, -1.0000], [-2.1826, 4.4624, -1.7313], [-1.7772, 5.1735, -0.1682], [-0.4706, 2.6289, 1.0827], [-1.5836, 3.7583, 1.8759], [-1.9514, 2.0294, 1.8106], [-4.2710, 3.5723, -0.6865], [-4.1860, 2.3760, 0.6109], [-3.8643, 4.0815, 0.9490], [3.4362, -0.6680, 3.1500], [2.8360, 0.6157, 2.1018], [3.7307, 1.0194, 3.5897], [2.1621, -1.2687, 5.2532], [2.7472, 0.3106, 5.7735], [1.0408, -0.0813, 5.9384], [0.8958, 2.1724, 3.0275], [0.2942, 1.8543, 4.6513], [1.9432, 2.4594, 4.4239], [0.1783, -2.4468, -0.6909], [1.0534, -2.8845, 0.2214], [1.2650, -4.1632, 0.3466], [0.5448, -5.1395, -0.3684], [-0.1439, -5.8076, -1.0030], [2.2423, -4.5627, 1.2833], [3.0280, -4.9052, 2.0458], [-5.4051, -3.8106, -2.7226], [-4.3385, -4.7979, -3.1052], [-4.4544, -5.3335, -4.3319], [-3.4164, -5.1028, -2.3671], [-6.3501, -4.0406, -3.2041], [-5.0777, -2.8247, -3.0449], [-5.5185, -3.7897, -1.6422], [-5.1672, -5.0479, -4.9790], [-3.7236, -5.9451, -4.6584]]
}